Computed, not measured: a 13-piece molecular cluster, C39H104O13 overall in a non-equilibrium geometry, with ωB97M-V/def2-TZVPD.

Geometry (Å):
O  10.470296  -23.106268  -1.596771
O  8.130827  -19.072785  1.377493
O  9.505544  -25.582648  -0.727110
O  10.144213  -21.744956  5.455781
O  3.889694  -26.737364  1.431371
O  4.445766  -18.613266  5.304997
O  7.889049  -21.627988  8.764765
O  7.122170  -18.750193  6.133038
O  3.290190  -26.604042  7.906497
O  5.039746  -27.415015  5.840664
O  11.334120  -19.695079  6.670164
O  8.163554  -24.095705  10.107670
O  7.489489  -21.487055  6.066441
C  2.319731  -18.333399  4.327002
C  9.454894  -24.935878  8.333666
C  3.833479  -18.629955  4.089419
C  6.235972  -26.590220  3.911036
C  5.488563  -29.024694  4.200230
C  11.662783  -22.888865  -0.778456
C  3.528850  -24.521939  2.287107
C  2.985080  -25.670872  1.451692
C  8.348831  -18.051301  5.788173
C  8.152695  -25.061194  9.119702
C  8.937108  -18.467589  4.482210
C  6.897609  -21.860302  3.713863
C  5.692159  -21.068407  9.471480
C  6.870410  -24.897802  8.300994
C  1.500036  -26.226241  6.439416
C  11.999048  -21.575267  3.992057
C  11.182502  -18.695281  8.847683
C  3.044797  -24.301052  7.414013
C  9.587980  -19.133646  -0.598989
C  7.720587  -20.036424  10.529915
C  7.498869  -24.873417  0.364571
C  12.849620  -23.717558  -1.255049
C  7.983289  -16.575393  5.905309
C  8.287410  -26.064369  -0.142823
C  2.295586  -25.674873  7.621988
C  6.707574  -22.340939  5.191395
C  11.190448  -22.489231  4.862796
C  5.190916  -27.585168  4.431173
C  8.941432  -19.854069  0.553547
C  10.586711  -23.734589  4.272252
C  11.902475  -19.789581  8.011435
C  7.078097  -20.546246  9.208078
C  11.723744  -21.201122  8.434078
C  5.183975  -22.339893  5.605694
C  11.225503  -23.214123  0.612653
C  8.615852  -27.085455  0.906184
C  4.576089  -17.652819  3.137283
C  8.206150  -21.138479  0.163859
C  1.572605  -26.116981  1.873903
H  4.153778  -27.331839  4.128080
H  10.674721  -22.904004  -2.489809
H  9.983685  -18.128219  4.390297
H  5.854426  -27.396251  6.342763
H  6.605387  -22.592299  2.964504
H  6.530850  -25.115760  0.765319
H  11.873812  -21.798734  -0.924249
H  3.597373  -24.816170  3.334946
H  5.051452  -20.269936  9.876779
H  1.079704  -26.727734  1.121959
H  10.354471  -22.662918  0.916085
H  7.650896  -26.519710  -0.900685
H  10.241201  -18.318703  -0.166378
H  5.407132  -18.753433  5.220619
H  10.124841  -18.928498  8.736784
H  11.315883  -17.725168  8.363242
H  4.743563  -21.365715  5.422508
H  9.502149  -25.715876  7.560617
H  12.001392  -23.070370  1.312212
H  10.935682  -24.265598  0.574906
H  4.393217  -17.836509  2.094104
H  5.627342  -21.939685  10.124144
H  7.921162  -21.591354  3.496289
H  2.062995  -18.892424  5.226613
H  8.984592  -16.107536  5.932178
H  1.628872  -25.600278  8.504231
H  6.706223  -25.637498  7.488495
H  5.298572  -21.334539  8.466291
H  8.957833  -18.793861  -1.468060
H  7.827389  -21.631313  1.065261
H  8.888386  -21.796054  -0.392264
H  9.464565  -24.636803  -1.011699
H  8.173250  -23.240233  9.643698
H  6.006476  -24.921324  8.983662
H  3.584865  -23.964107  8.306579
H  1.083572  -27.190624  6.771567
H  5.631169  -17.777292  3.383949
H  5.382410  -29.184826  3.143108
H  11.395861  -21.262587  3.172298
H  0.869142  -25.287939  2.081408
H  9.792482  -23.527442  3.551299
H  2.883030  -25.320662  0.413979
H  2.203282  -17.298674  4.542463
H  12.854061  -22.092337  3.560649
H  0.712439  -25.576281  6.084770
H  10.290667  -19.795896  -1.076711
H  9.405948  -23.981731  7.783402
H  10.448461  -20.913620  5.793279
H  4.532867  -24.145486  2.057798
H  6.262133  -21.030925  3.504735
H  9.559131  -27.604884  0.653002
H  3.882370  -19.641496  3.598659
H  2.112233  -26.423321  5.549623
H  8.629874  -19.449183  10.368716
H  2.402385  -23.464596  6.989780
H  8.038101  -20.930758  11.065322
H  11.501909  -18.612787  9.844895
H  9.791586  -20.178019  1.145210
H  7.521496  -21.894936  7.890420
H  9.009997  -19.579117  4.339724
H  13.762599  -23.438475  -0.696451
H  12.283210  -21.463054  9.313519
H  10.147537  -24.430323  5.030438
H  5.061585  -22.699766  6.625421
H  11.378297  -24.268002  3.717374
H  7.037115  -19.504984  11.149161
H  8.393458  -21.725174  5.902203
H  7.123347  -23.382035  5.288320
H  4.768087  -23.033533  4.885206
H  7.033484  -19.788899  8.427368
H  9.020681  -18.184534  6.627802
H  7.357182  -24.042000  -0.338347
H  6.444499  -26.761319  2.834883
H  3.790478  -24.470559  6.663863
H  3.873416  -26.694208  7.184441
H  12.944526  -23.587116  -2.332922
H  6.843909  -23.937191  7.774302
H  8.101532  -25.997081  9.657959
H  12.655554  -24.809472  -1.084171
H  7.747312  -18.419878  0.838620
H  4.259208  -16.618594  3.405066
H  11.450875  -18.808331  6.316169
H  3.423364  -27.445310  1.006448
H  7.454260  -16.374362  6.865481
H  8.415409  -18.138244  3.606327
H  12.947437  -19.546169  7.888798
H  1.652112  -26.804740  2.742081
H  1.700089  -18.528057  3.461273
H  5.870675  -25.546486  4.164440
H  4.810033  -29.659601  4.756079
H  7.834553  -27.827536  1.124874
H  7.496054  -16.222895  4.982177
H  10.651768  -21.378150  8.630816
H  7.179506  -26.693972  4.419388
H  6.554475  -29.280469  4.414916
H  8.872323  -26.492321  1.819614
H  10.293081  -24.877428  9.018519
H  7.217594  -19.700442  5.924615
H  11.848842  -22.890138  5.683348
H  7.354060  -20.935761  -0.487503
H  2.772310  -23.704521  2.262910
H  12.085807  -21.824874  7.638539
H  12.329604  -20.697596  4.553972
H  8.015994  -24.452251  1.252269

Atomic forces in eV per Å
0.2 -0.4 1.4
0.4 -0.4 1.2
0.0 0.1 0.0
-1.3 -1.2 -0.5
0.6 -0.2 0.6
0.7 -0.3 1.6
0.2 -0.3 -0.8
0.3 -0.2 -0.8
-0.7 -0.7 2.6
-0.6 0.6 1.0
0.1 -0.1 0.1
0.0 1.0 1.0
-2.0 -0.4 -0.1
1.6 -0.4 0.0
-1.0 0.2 -1.0
-1.2 -0.3 -2.4
-1.1 0.6 -0.4
1.1 -0.3 -0.8
-0.4 1.2 -0.9
-0.7 0.3 0.7
-0.8 1.2 -0.8
-1.9 0.3 1.3
-0.1 -0.2 -0.6
1.2 -1.4 -0.4
-0.2 -0.9 0.8
-1.0 0.4 -1.0
-0.4 -0.3 -0.6
-0.1 -0.1 -0.1
0.5 -0.4 -0.2
-0.2 -0.8 -2.1
-1.7 0.2 -0.6
0.6 1.3 -0.5
0.7 -0.9 -1.2
0.4 0.8 1.4
-0.5 -0.8 0.4
1.2 0.0 -0.4
-0.5 1.0 -1.1
0.4 1.4 -0.3
-0.3 -0.1 -0.5
0.4 -0.6 2.0
-0.1 0.8 1.2
0.1 -1.6 -0.5
0.0 -0.8 -0.7
-0.4 1.8 -0.4
0.4 0.1 1.7
-1.0 -0.1 0.3
2.3 -0.2 -0.8
-0.5 -0.8 -0.6
1.2 0.4 1.2
-0.8 0.4 1.4
0.2 0.1 -0.3
0.0 -0.4 0.8
0.8 -0.1 -0.6
0.3 0.2 -1.3
-0.3 0.1 0.0
0.5 -0.2 -0.3
0.0 -0.5 0.2
-0.6 -0.5 -0.1
0.2 -0.7 0.4
-0.1 -0.2 0.2
0.1 -0.2 -0.2
0.1 0.0 -0.5
-0.3 0.4 0.1
0.2 -0.3 -0.5
-0.9 -0.4 -0.7
-0.2 0.3 0.3
-0.2 0.0 0.5
0.2 0.0 0.0
-0.1 0.2 0.3
0.5 0.0 0.3
1.0 0.1 0.9
0.1 -0.1 0.4
-0.1 -0.1 -0.5
0.3 0.0 0.0
0.4 0.1 0.2
-0.4 -0.1 -0.3
-0.5 0.5 0.1
0.4 -0.1 -0.4
0.2 0.1 0.6
-0.2 0.0 0.7
0.1 0.0 1.2
0.2 0.0 -0.2
-0.3 0.0 0.2
-0.2 -1.0 0.2
-0.1 0.3 0.3
0.3 -0.1 -0.3
-0.4 -0.2 0.0
0.0 0.4 -0.3
0.1 0.2 -0.4
-0.2 -0.5 -0.7
-0.6 0.5 -0.8
0.6 -0.3 0.1
0.0 0.2 -0.1
0.1 0.3 0.0
-0.1 1.0 0.4
0.2 0.0 0.1
-0.4 0.2 0.2
0.3 -0.5 -0.1
0.1 -0.1 0.1
0.8 1.0 0.6
-0.3 -0.2 -0.6
-0.4 1.0 0.0
-0.6 0.1 -0.1
0.1 0.4 0.4
0.3 0.0 0.3
-0.2 0.1 -0.1
0.5 -0.9 0.8
-0.1 -0.1 0.2
0.3 -0.1 1.4
0.2 0.0 0.5
0.5 0.4 0.4
-0.2 0.8 0.5
-0.4 0.0 -0.5
0.3 0.1 0.5
0.5 0.7 -0.4
-0.1 0.1 -0.1
-0.3 0.0 0.3
-0.6 0.6 0.3
1.5 -0.1 -0.2
-0.4 0.8 0.0
-0.6 -0.3 0.1
0.1 0.2 0.0
0.5 -0.6 0.1
0.2 -0.4 -0.2
-0.4 0.5 0.5
0.5 -0.2 -0.5
1.0 -0.2 -1.7
0.5 0.1 0.0
0.2 0.1 0.2
0.1 -0.6 0.0
0.1 0.9 -0.1
-1.0 1.4 -0.9
0.4 -0.5 -0.3
0.0 0.1 0.2
-0.1 -0.8 -0.4
0.2 -0.1 -1.0
-0.5 0.5 -0.3
0.5 0.0 0.2
-0.1 0.7 -0.1
-0.1 -0.5 -0.1
0.4 -1.1 -0.7
0.0 -0.1 0.1
0.1 0.4 -0.1
-0.3 0.0 0.6
0.4 -0.2 -0.2
0.4 -0.4 0.4
-0.7 0.2 0.2
-0.3 -0.7 -0.3
0.2 -0.4 -0.1
0.3 0.1 0.3
-0.2 0.5 -0.4
-0.1 0.1 0.0
0.7 -0.3 -0.1
0.0 -0.5 -0.4
0.0 -0.2 -0.1
0.1 0.0 -0.4

Summary:
- LUMO level (eV) = 0.36
- net charge = 0
- max |F| (hartree/bohr) = 0.0546
- ΔE to the lowest compared entry with this formula, charge and spin (kcal per mole) = 43.6
- HOMO energy (eV) = -9.34

These are the Mulliken partial charges, in e, on atoms 1 to 5: number 1, O, carries -0.608; number 2, O, carries -0.215; number 3, O, carries -0.585; number 4, O, carries 0.237; number 5, O, carries -0.426